Entry from the Open Molecules 2025 dataset: a structure of composition C3H10NO2 in a non-equilibrium geometry (ωB97M-V with the def2-TZVPD basis set).

As for the multiplicity: 2. For the LUMO energy (alpha / beta), the calculation gives 0.0175 / 0.0145 Eh. The gap between HOMO and LUMO (alpha / beta) is 5.3 / 9.0 eV. The calculation puts the relative energy (zero: lowest compared OMol25 entry of this formula, charge and spin) at 76.8 kJ/mol. As for the maximum force: 1.89 eV/Å.

Geometry (Å):
1 O -1.1899 -2.1085 0.0355
2 C -1.6778 -1.0431 0.4750
3 C -1.1319 0.2698 0.1329
4 C -1.5708 0.9345 -1.1615
5 N 0.6172 -0.2363 -0.3665
6 H -2.5823 -1.0333 1.0839
7 H -1.0714 0.9860 0.9594
8 H -0.8671 1.7356 -1.4328
9 H -1.6232 0.1510 -1.9008
10 H -2.5070 1.4786 -1.0831
11 H 1.2822 0.4960 -0.5911
12 H 0.9698 -0.7432 0.4442
13 H 0.6248 -0.9706 -1.0657
14 H 3.8574 0.0883 0.7500
15 H 3.6570 -0.0588 2.2804
16 O 3.2131 0.0541 1.4399